Entry 1:
The following is a DFT calculation (ωB97M-V/def2-TZVPD) of 4 unconnected molecules or ions with the total composition C33H44BF3O12S2 at a distorted geometry.

Properties
LUMO level   -0.848 eV
Maximum force   0.119 Eh/bohr
SMILES   CCOB(O)c1c(CCCCS(=O)(=O)O)cc(S(=O)(=O)C(F)(F)F)c2c1C(=O)c1ccccc1C2=O.C1CCOC1.C1CCOC1.C1CCOC1
Relative energy (zero: lowest compared OMol25 entry of this formula, charge and spin)   4.173 eV
Gap between HOMO and LUMO   0.3140 hartree
Multiplicity   1

```
95
Properties=species:S:1:pos:R:3:forces:R:3
C -0.7876 5.3879 3.4535 -0.16 -0.23 0.13
H -1.2749 7.4651 2.9716 0.02 -0.05 0.01
O 4.8723 -2.3881 2.8365 0.80 1.65 0.60
H -1.8004 5.2744 3.8562 0.01 0.08 0.07
C -0.7767 -3.1363 -0.1226 -0.64 -0.88 -0.83
H -1.1341 4.0286 0.6265 0.06 -0.08 0.09
H -4.2784 -4.9316 -2.9461 1.02 0.01 0.00
C -2.7673 -4.0259 -1.6131 1.78 -1.55 -1.65
C -4.3569 0.3336 2.7788 0.06 -0.21 -0.23
C 5.7613 -2.5149 -2.5269 2.60 1.08 -0.17
H -4.3451 0.2138 1.6896 -0.09 -0.01 -0.01
C 2.9985 0.4512 1.0897 -0.03 -0.68 -0.44
H -5.3136 1.6395 4.1998 -0.02 -0.01 -0.06
B 0.0635 -0.4285 1.3670 -0.61 -0.26 1.11
H 2.8521 -0.9123 2.8109 0.62 0.88 0.09
H -0.7653 6.7320 0.4054 0.00 -0.05 0.03
H 5.8736 0.6459 1.5960 -0.20 -1.09 0.88
S 6.0575 -1.5735 2.6195 0.23 -3.06 -2.55
C 2.4773 -0.8297 0.3433 -0.08 -1.22 -1.35
H -4.7901 1.6409 -5.0840 -0.02 -0.04 0.04
C -3.5948 -0.0636 -5.6211 0.02 -0.34 -0.08
H 4.3695 1.7823 3.4420 0.37 -1.05 -0.33
H -3.5337 -3.5236 -0.9867 0.89 -0.37 -0.42
H -5.7319 2.0155 2.5219 0.03 -0.05 0.01
H -5.5419 0.1080 -4.6193 0.05 0.02 0.02
C -1.1163 6.1247 1.2401 -0.30 0.02 -0.16
C -0.3671 -4.6517 -2.1995 -0.72 0.64 0.01
O -0.2102 -0.9299 2.6469 0.05 0.66 -1.74
C -0.5121 1.1939 -1.6161 -0.08 0.35 -0.19
O 4.6497 -4.8963 -1.8124 0.68 2.44 1.08
C -2.2751 0.5121 -5.1400 0.17 0.22 -0.03
F 6.5312 -2.5071 -1.3908 -1.44 0.41 -1.43
O 3.6705 -3.7442 -3.6221 0.67 2.03 1.38
F 6.5643 -3.0387 -3.5053 -1.66 0.26 1.26
H -3.9634 -0.2068 -2.8099 -0.10 0.01 0.02
H -0.0801 5.3829 4.2846 -0.01 -0.11 -0.03
C 3.4468 -1.5552 -0.4966 -2.32 -0.57 0.44
H -2.5897 -6.1941 -4.4257 0.35 0.61 0.71
H -1.6322 1.8669 3.2222 -0.05 -0.08 -0.03
H 4.3951 0.2586 4.3946 0.20 0.40 -1.06
C 1.0817 -1.3007 0.4678 1.33 -0.54 -0.66
H -3.7729 0.1102 -6.6826 0.03 0.01 0.05
C 0.6369 -2.5216 -0.2065 3.03 0.36 -0.85
H 0.4877 4.7118 0.8642 -0.03 0.01 -0.10
C -1.3171 -3.9482 -1.3494 -0.38 -0.47 -1.30
C 3.0098 -2.7540 -1.2133 -0.43 2.01 1.96
C -4.9263 1.6837 3.1776 -0.21 0.00 0.24
H 4.4949 -1.1618 -0.5625 -1.17 -0.56 0.03
C 4.4177 0.6623 3.3402 -0.68 -0.80 0.17
H 3.9985 0.6999 0.6277 -0.99 -0.26 0.57
H 6.5937 0.6838 3.2265 -0.71 -0.67 -0.63
H -3.7821 3.4772 3.7294 0.03 -0.05 0.00
F 5.4598 -1.2418 -2.9380 0.14 -1.53 0.98
O 6.7214 -1.8857 1.3466 -0.37 1.07 1.65
H -4.1101 1.5638 -2.7953 0.11 -0.01 0.01
H -0.2633 0.4124 -2.3791 -0.08 0.75 0.70
C -3.8228 0.7033 -3.4038 0.12 -0.15 0.21
H -2.2089 6.0836 1.1971 0.04 0.00 -0.03
C 1.1451 -4.5170 -1.8065 -1.00 -0.25 -0.25
C -3.1877 -4.8413 -2.7529 2.07 0.20 0.75
H -0.0163 -6.0140 -3.9838 -0.80 0.64 0.82
C -2.6149 1.6325 3.6340 0.40 0.02 0.27
O -2.4330 0.7972 -3.7429 -0.46 -0.14 -0.38
C -0.6742 6.6358 2.5970 0.26 0.21 0.10
C -2.2116 -5.5632 -3.5925 0.84 1.09 1.43
H 7.4672 -2.8636 3.4869 -0.11 0.49 0.15
H -1.3062 -0.5831 -0.6248 0.08 1.02 0.53
H -4.9086 -0.5014 3.2142 0.12 -0.03 0.00
H -1.1512 -0.7867 2.8656 0.24 0.42 0.23
H 0.4204 1.7599 -1.3495 -0.78 -0.72 0.10
O -0.5279 4.2693 2.5944 -0.06 0.33 -0.07
C -1.2183 0.5152 -0.3780 -0.18 0.30 -1.16
O -0.5302 0.7520 0.8769 0.00 -1.73 -0.10
C -0.5438 4.7190 1.2325 0.21 -0.23 -0.04
C 3.0925 0.1657 2.6483 -0.71 0.79 -0.17
H -2.0426 1.4527 -5.6507 0.02 -0.05 -0.08
H -1.4399 -0.1762 -5.2816 0.01 0.05 0.11
H 2.3391 1.3322 0.8761 0.42 -0.82 0.21
O -1.5110 -3.0751 0.8396 0.77 0.71 -0.30
H -2.5490 1.6513 4.7272 -0.01 0.06 0.00
S 4.2516 -3.5759 -2.2826 -2.58 -4.83 -2.76
O 7.1531 -1.9863 3.7996 -1.07 0.96 -0.94
H -1.1800 1.9285 -2.1455 0.60 -0.82 0.68
C 5.7486 0.2233 2.6310 0.59 1.44 1.65
O 1.8608 -5.4460 -2.0844 0.08 0.77 0.29
C 1.6325 -3.2312 -1.0483 -0.29 0.33 -0.13
H -2.2725 0.8857 -0.2485 1.04 -0.24 -0.07
H 0.3686 6.9632 2.5492 -0.05 0.01 0.03
C -3.6946 2.5696 3.1314 0.07 0.16 -0.29
H -3.6195 -1.1427 -5.4423 0.02 0.04 -0.04
H 2.2490 0.7450 3.1305 0.86 -0.69 -0.38
C -0.7646 -5.4772 -3.3490 -2.21 1.21 1.68
H -3.4846 2.8601 2.0972 0.04 0.03 0.05
O -2.9998 0.3071 3.2388 -0.10 0.09 -0.03
C -4.5900 0.6317 -4.7121 -0.21 0.27 -0.06
```
Forces are in eV/Å.

=====

Entry 2:
The following is a DFT calculation (ωB97M-V/def2-TZVPD) of a molecular structure, C20H21N2O3ReS2SbSe4 at a distorted geometry.

Properties
LUMO level (alpha / beta)   -12.134 / -12.158 eV
Charge   +3
Maximum force   0.027 Eh/bohr
Relative energy (zero: lowest compared OMol25 entry of this formula, charge and spin)   3.429 eV
Gap between HOMO and LUMO (alpha / beta)   0.1903 / 0.1893 hartree
Multiplicity   1

```
54
Properties=species:S:1:pos:R:3:forces:R:3
H 1.2824 -3.0331 -0.4569 0.10 -0.05 0.05
H -3.7984 5.2851 1.7021 -0.02 -0.01 0.00
H -3.2977 0.5191 2.9665 0.00 0.01 0.03
H 3.1784 -1.9527 -0.5208 0.00 0.00 0.04
C -3.4072 1.5589 2.6950 0.16 -0.18 -0.18
C 0.9824 -3.8124 2.8199 0.02 0.03 0.02
H -2.2976 -2.3310 -3.7575 0.02 0.02 0.00
H 0.5554 -2.4215 4.3986 -0.05 -0.02 -0.01
H 0.4425 -0.4589 2.8888 0.05 -0.03 0.01
H -4.2915 2.1201 4.5497 -0.01 -0.02 -0.01
Re -0.8184 -0.1261 -1.5948 -0.67 0.79 0.33
H 5.5149 -1.4279 -1.0011 0.03 0.02 0.03
H -2.4526 -3.1784 -2.1875 0.02 -0.01 0.01
C -1.8165 -3.0088 -3.0541 0.02 -0.06 -0.01
C -2.9798 2.0169 1.4445 -0.42 0.62 0.67
C -3.1224 3.3574 1.0863 0.14 -0.26 -0.30
C 0.7101 -2.5526 3.3364 -0.02 -0.01 0.03
H 2.3312 2.2509 -0.1144 -0.05 0.04 0.08
H -4.5527 4.4916 3.9276 0.03 0.02 0.00
O 0.4379 0.9701 0.9138 0.00 0.11 0.25
H -2.8357 3.6885 0.1002 -0.02 0.06 -0.06
C -3.9638 2.4611 3.5776 -0.03 0.06 0.03
O -1.8329 -0.8894 -0.1283 0.22 -0.18 -1.10
C 1.1505 -2.8950 0.6055 0.01 -0.08 0.05
N -2.3975 1.0997 0.5329 0.65 -0.14 -0.79
N -2.4176 -0.1308 0.7788 -0.36 0.20 0.64
C -3.6813 4.2470 1.9797 -0.04 -0.02 0.11
C 2.6051 0.1256 -0.3196 -0.11 -0.54 -0.14
C 1.2167 -3.9829 1.4598 -0.06 0.03 -0.07
C 0.6508 -1.4476 2.5007 0.03 0.24 0.08
Se 0.6689 4.8191 -0.0544 -0.75 -0.57 -0.99
H 0.9325 -3.1488 -4.3719 -0.01 -0.02 0.02
C 4.3493 1.7338 -0.6280 0.14 -0.01 -0.08
C 4.8173 -0.6205 -0.8245 0.00 -0.01 -0.09
H 4.6883 2.7609 -0.6448 -0.01 0.00 0.04
S -0.2485 -2.3284 -2.4717 -0.28 0.33 -0.13
C 3.0195 1.4522 -0.3581 -0.25 0.22 0.02
Se 0.8452 1.4321 -2.7833 0.02 0.05 0.55
C 0.8894 -1.6411 1.1488 0.00 -0.03 -0.50
H 1.0043 -4.6680 3.4812 0.07 0.00 0.00
H 1.5194 -1.5464 -3.8858 0.00 -0.03 0.04
C 0.6311 -2.1543 -4.0476 0.12 -0.06 0.09
C 5.2502 0.7000 -0.8526 -0.06 -0.02 0.01
C -4.1024 3.8004 3.2281 -0.01 -0.03 -0.05
H -1.6042 -3.9594 -3.5415 -0.01 -0.02 0.04
O -1.8284 1.5462 -0.5850 0.17 -1.19 -0.09
Sb -0.4938 3.6267 -1.7146 0.44 0.68 0.52
H 1.4484 -4.9609 1.0606 -0.06 -0.02 0.02
S 0.9028 -0.1783 0.1350 0.50 0.55 0.19
Se -2.3454 3.5750 -3.3005 0.89 -0.38 0.60
H 6.2936 0.9174 -1.0362 -0.01 0.03 -0.02
C 3.4893 -0.9199 -0.5640 -0.03 -0.03 -0.03
H -0.0148 -1.7026 -4.7985 -0.08 0.06 0.04
Se -1.2064 0.9219 -3.7203 -0.40 -0.14 0.01
```
Forces are in eV/Å.

=====

Entry 3:
The following is a DFT calculation (ωB97M-V/def2-TZVPD) of 2 unconnected molecules or ions with the total composition C5H7N3O2 at a distorted geometry.

Properties
LUMO level   0.455 eV
Maximum force   0.116 Eh/bohr
Relative energy (zero: lowest compared OMol25 entry of this formula, charge and spin)   3.581 eV
Gap between HOMO and LUMO   0.3206 hartree
Multiplicity   1

```
17
Properties=species:S:1:pos:R:3:forces:R:3
H -4.6630 0.6120 -0.0199 0.22 -0.17 -0.01
C -1.3616 0.2752 0.1660 1.10 -0.10 -0.31
H -3.8513 -0.7762 0.7361 0.02 0.19 -0.23
N -2.6014 0.7843 0.0828 -0.33 0.43 0.06
N 2.9899 -0.3949 -0.5255 0.06 -1.62 1.45
O -1.2440 -1.0679 0.1824 -0.69 -0.28 -0.42
H 3.4989 0.9539 -0.4830 -1.60 -0.64 1.89
C -3.7833 -0.0375 -0.0734 -0.16 -0.17 -0.10
N -0.2205 0.9033 0.1952 -0.19 0.20 0.87
C 2.1799 0.1379 0.3798 0.38 3.22 -4.98
H -2.6599 1.7753 -0.1002 0.11 -0.25 0.11
H 0.4173 -2.3406 0.0878 -0.12 0.32 0.31
H -3.7938 -0.5687 -1.0378 -0.03 0.10 0.25
O 2.5608 1.3782 0.4328 0.76 0.29 0.63
C 0.7203 -0.1095 0.3263 -0.51 -1.53 0.61
C 0.0987 -1.3118 0.2132 0.61 0.22 0.54
H 2.8890 -1.3993 -0.6184 0.38 -0.19 -0.68
```
Forces are in eV/Å.

=====

Entry 4:
The following is a DFT calculation (ωB97M-V/def2-TZVPD) of a single C23H9F3N2O4S molecule at a distorted geometry.

Properties
LUMO level   -1.874 eV
Maximum force   0.101 Eh/bohr
SMILES   N#Cc1c(NC(=O)C(F)(F)F)sc2c3c(=O)c4ccccc4c(=O)c=3oc3ccccc3c12
Relative energy (zero: lowest compared OMol25 entry of this formula, charge and spin)   1.699 eV
Gap between HOMO and LUMO   0.2595 hartree
Multiplicity   1

```
42
Properties=species:S:1:pos:R:3:forces:R:3
C -1.8442 -0.2268 0.3996 2.98 -1.11 -0.70
H 1.4848 -4.9638 1.5599 -0.06 0.96 0.30
O -3.8242 -0.9333 1.2957 1.66 1.36 0.95
H -3.6961 4.7265 3.5368 -0.28 0.26 0.17
C 1.3439 -3.0343 0.6586 1.80 1.32 -1.18
C 2.1826 -0.8466 -1.4917 -1.04 -3.16 2.16
C -1.3897 -3.3763 1.0114 -0.67 0.96 -2.28
C -0.5069 -4.2735 1.5484 0.09 1.92 -1.08
S 1.4258 1.6126 -1.2312 -0.16 -2.04 0.43
H -5.1194 0.6634 2.9673 1.19 0.65 -0.18
C -2.4486 3.5123 2.3615 1.83 -0.78 -2.63
H -1.6574 4.2253 2.0712 -0.72 0.07 0.62
C 2.5592 0.3825 -1.7891 -1.51 3.59 -1.10
C -0.8209 0.6594 0.3229 1.10 -2.00 -1.92
F 5.2052 0.2733 -5.0699 -0.57 0.45 -0.51
C 4.5301 1.4483 -4.9854 -0.24 -0.57 0.28
C 0.9424 -0.9726 -0.6517 1.63 4.25 -1.52
C -0.9363 1.9122 1.0175 -1.21 1.56 1.48
C -2.9410 -0.0462 1.3433 -4.03 -2.61 -2.02
C 0.4709 -2.1188 0.0470 -0.01 -1.16 0.08
O -1.7378 -1.4192 -0.3673 -1.69 1.84 0.11
C -0.8833 -2.3633 0.1215 -0.12 -0.59 3.05
F 5.4298 2.3466 -4.5962 -0.15 0.43 -0.30
H -2.4898 -3.4586 1.0082 0.67 0.03 0.56
C 0.8444 -4.0997 1.2992 0.59 -2.63 0.98
O 2.2451 1.5872 -4.3471 2.40 -0.46 0.87
C -4.3746 2.6875 3.4319 -1.08 -0.96 0.45
C -3.2075 1.2452 1.9644 0.96 0.42 0.37
N 3.8191 -2.8777 -1.8343 -3.06 3.70 0.40
O -0.0543 2.7318 1.0144 0.79 0.53 -0.26
N 3.5837 0.8338 -2.6178 2.23 -0.18 -1.97
C 3.0563 -1.9670 -1.7107 2.86 -3.51 -0.71
C 3.3789 1.3024 -3.9580 -3.91 0.00 0.84
F 3.9578 1.7962 -6.1637 1.37 -0.53 1.18
H 2.4555 -2.8753 0.5956 -1.36 -0.28 -0.05
C 0.4305 0.3351 -0.5027 -0.75 -0.40 0.73
H -4.9369 2.7719 4.3631 -0.68 0.18 -0.66
H 4.4697 0.3431 -2.4821 -0.22 0.28 -0.04
H -0.8097 -4.9840 2.2250 -0.80 -1.87 1.12
C -4.3351 1.4388 2.7790 0.46 0.70 0.47
C -3.5954 3.7686 3.0649 1.15 -0.50 0.77
C -2.2067 2.2331 1.7907 -1.43 -0.12 0.74
```
Forces are in eV/Å.

=====

- multiplicity of number 1 (C33H44BF3O12S2)?
  1

=====

- The highest relative energy (zero: lowest compared OMol25 entry of this formula, charge and spin) belongs to which entry?
  C33H44BF3O12S2